# 1
C37H39Cl3N6O6PSiW as an isolated structure in a non-equilibrium geometry. Source: the OMol25 dataset; level of theory: ωB97M-V/def2-TZVPD.

- Energy above the lowest of the compared OMol25 structures with the same formula, charge and spin: 3.072 eV
- HOMO-LUMO gap (alpha / beta): 7.4 / 7.4 eV
- E_HOMO (alpha / beta): -9.74 / -9.73 eV
- LUMO energy (alpha / beta): -2.3 / -2.3 eV

```
! RIJCOSX wB97M-V def2-TZVPD def2/J DEFGRID3
* xyz 1 1
W -0.81 0.00 1.41
O -1.89 3.26 3.46
C -0.92 2.57 3.19
O -1.02 1.27 3.05
C 0.45 3.19 3.12
C 0.80 4.15 4.06
C 2.09 4.64 4.06
C 2.98 4.16 3.11
C 2.52 3.25 2.17
N 1.28 2.78 2.18
H 0.06 4.49 4.77
H 2.40 5.38 4.79
H 4.01 4.50 3.07
H 3.15 2.89 1.37
N -2.92 0.88 1.60
C -4.10 0.52 0.84
C -5.36 0.84 1.31
C -6.46 0.53 0.52
C -6.29 -0.07 -0.72
C -5.02 -0.39 -1.17
C -3.91 -0.11 -0.37
P -2.20 -0.63 -0.75
C -1.95 0.05 -2.42
C -1.35 1.30 -2.52
C -1.17 1.91 -3.75
C -1.60 1.28 -4.91
C -2.23 0.05 -4.82
C -2.41 -0.57 -3.59
C -2.43 -2.44 -0.93
C -1.72 -3.21 -1.84
C -1.91 -4.58 -1.90
C -2.81 -5.20 -1.05
C -3.52 -4.44 -0.13
C -3.33 -3.07 -0.08
H -2.68 1.85 1.37
H -3.11 0.92 2.60
H -5.48 1.32 2.27
H -7.46 0.78 0.87
H -7.15 -0.29 -1.33
H -4.89 -0.88 -2.13
H -1.03 1.81 -1.63
H -0.69 2.88 -3.80
H -1.46 1.75 -5.87
H -2.60 -0.44 -5.71
H -2.92 -1.52 -3.54
H -1.00 -2.73 -2.50
H -1.35 -5.17 -2.62
H -2.95 -6.27 -1.10
H -4.23 -4.92 0.53
H -3.93 -2.49 0.62
N 0.75 -1.32 -1.75
C 1.26 -2.50 -1.07
C 2.72 -2.85 -1.39
C 3.78 -1.79 -0.99
C 4.95 -2.39 -0.20
N 4.53 -2.84 1.12
C 4.82 -2.28 2.28
N 4.03 -2.53 3.33
N 5.89 -1.48 2.42
C 0.94 -2.46 0.43
O 1.61 -3.10 1.22
O -0.14 -1.81 0.74
H 1.03 -1.30 -2.72
H 1.02 -0.46 -1.30
H 0.65 -3.35 -1.41
H 2.75 -3.01 -2.47
H 2.96 -3.82 -0.94
H 3.32 -0.98 -0.41
H 4.20 -1.33 -1.88
H 5.77 -1.69 -0.12
H 5.32 -3.26 -0.74
H 3.64 -3.33 1.12
H 3.06 -2.75 3.13
H 4.18 -2.02 4.18
H 6.63 -1.52 1.74
H 6.16 -1.19 3.35
O 0.88 0.65 0.23
C 0.47 1.85 0.21
O -0.76 1.98 0.57
C 1.13 2.90 -0.58
C 2.25 2.59 -1.33
C 2.84 3.57 -2.13
C 2.30 4.85 -2.16
C 1.17 5.16 -1.40
C 0.59 4.18 -0.60
H 2.65 1.59 -1.31
H 3.71 3.33 -2.72
H 2.75 5.61 -2.77
H 0.76 6.16 -1.42
H -0.29 4.41 -0.01
Cl 1.17 -0.44 2.93
Si -1.89 -1.70 2.77
Cl -1.45 -3.66 2.98
Cl -3.59 -1.42 3.90
*
```

***

# 2
C37H39F6N5O3PW as an isolated structure in a non-equilibrium geometry. Source: the OMol25 dataset; level of theory: ωB97M-V/def2-TZVPD.

- Energy above the lowest of the compared OMol25 structures with the same formula, charge and spin: 0.470 eV
- HOMO-LUMO gap (alpha / beta): 6.7 / 6.7 eV
- E_HOMO (alpha / beta): -9.76 / -9.76 eV
- LUMO energy (alpha / beta): -3.0 / -3.0 eV

```
! RIJCOSX wB97M-V def2-TZVPD def2/J DEFGRID3
* xyz 1 1
W -0.12 -1.07 -0.66
C -3.42 -0.26 1.75
C -3.15 -0.27 0.27
C -3.67 0.70 -0.54
C -3.52 0.68 -1.96
C -4.15 1.77 -2.78
C -2.83 -0.35 -2.52
C -2.26 -1.39 -1.72
C -2.17 -2.75 -2.37
C -2.43 -1.37 -0.31
H -4.49 -0.35 1.94
H -3.09 0.68 2.20
H -2.92 -1.08 2.25
H -4.26 1.49 -0.10
H -5.24 1.69 -2.76
H -3.82 1.73 -3.82
H -3.90 2.76 -2.38
H -2.73 -0.42 -3.60
H -3.18 -3.17 -2.38
H -1.54 -3.43 -1.81
H -1.82 -2.67 -3.39
H -2.40 -2.30 0.25
N 2.07 -1.28 0.08
C 2.22 -2.57 0.80
C 0.91 -3.35 0.94
O 0.88 -4.37 1.58
O -0.15 -2.81 0.36
H 2.77 -1.20 -0.65
H 2.22 -0.51 0.71
H 2.62 -2.40 1.80
H 2.93 -3.21 0.28
C 0.69 -4.29 -3.30
C 1.31 -2.90 -3.11
O 0.73 -2.16 -2.11
C 2.80 -3.14 -2.77
F 3.42 -2.02 -2.34
F 2.91 -4.04 -1.77
F 3.50 -3.60 -3.81
C 1.23 -2.13 -4.46
F 2.10 -1.09 -4.50
F 0.01 -1.62 -4.63
F 1.50 -2.91 -5.51
H 0.56 -4.76 -2.33
H 1.33 -4.92 -3.91
H -0.27 -4.22 -3.80
N -0.22 0.20 0.67
P 0.06 0.98 2.03
C 1.85 1.17 2.21
C 2.56 0.62 3.27
C 3.94 0.75 3.32
C 4.61 1.44 2.31
C 3.90 2.00 1.26
C 2.52 1.87 1.21
C -0.58 2.66 2.02
C -0.08 3.61 2.90
C -0.58 4.90 2.88
C -1.58 5.24 1.98
C -2.08 4.30 1.09
C -1.58 3.00 1.11
C -0.55 0.10 3.47
C -1.21 0.75 4.51
C -1.68 0.01 5.59
C -1.50 -1.37 5.62
C -0.86 -2.02 4.57
C -0.39 -1.28 3.50
H 2.04 0.08 4.06
H 4.50 0.32 4.14
H 5.68 1.54 2.35
H 4.42 2.54 0.48
H 1.96 2.31 0.38
H 0.72 3.35 3.59
H -0.19 5.64 3.57
H -1.97 6.25 1.97
H -2.86 4.57 0.39
H -1.96 2.25 0.43
H -1.37 1.82 4.49
H -2.19 0.51 6.40
H -1.88 -1.94 6.45
H -0.73 -3.09 4.58
H 0.08 -1.79 2.67
N 3.28 1.90 -3.77
C 2.05 1.85 -3.20
C 1.60 0.69 -2.55
N 0.41 0.62 -1.98
C -0.36 1.73 -2.03
C 0.11 2.88 -2.64
N 1.30 2.95 -3.23
H 3.72 1.03 -4.05
H 3.47 2.70 -4.36
H 2.22 -0.20 -2.53
H -1.33 1.68 -1.57
H -0.50 3.77 -2.66
*
```

***

# 3
C37H39IN8O4RbS2Sb as an isolated structure in a non-equilibrium geometry. Source: the OMol25 dataset; level of theory: ωB97M-V/def2-TZVPD.

- Energy above the lowest of the compared OMol25 structures with the same formula, charge and spin: 1.355 eV
- HOMO-LUMO gap: 5.4 eV
- E_HOMO: -1.89 eV
- LUMO energy: 3.5 eV

```
! RIJCOSX wB97M-V def2-TZVPD def2/J DEFGRID3
* xyz -2 1
Rb 0.05 0.79 0.61
O -2.50 1.40 -0.26
C -1.72 2.00 -1.05
N -1.21 3.20 -1.00
C -1.50 4.10 0.04
C -2.63 4.93 -0.05
C -2.89 5.92 0.89
C -2.00 6.11 1.95
C -0.88 5.29 2.05
C -0.61 4.29 1.12
N 0.57 3.52 1.17
C 0.98 3.00 2.31
O 0.50 3.04 3.47
C 2.20 2.11 2.11
C 3.24 2.48 1.27
C 4.28 1.60 1.06
C 4.25 0.35 1.67
C 3.18 0.06 2.50
N 2.18 0.92 2.74
C -1.15 1.21 -2.24
C -0.83 1.86 -3.44
C -0.25 1.13 -4.46
C 0.02 -0.22 -4.27
C -0.33 -0.78 -3.06
N -0.92 -0.10 -2.07
H -3.30 4.77 -0.88
H -3.78 6.54 0.79
H -2.19 6.87 2.69
H -0.20 5.41 2.89
H 3.19 3.45 0.79
H 5.10 1.86 0.39
H 5.02 -0.39 1.48
H 3.11 -0.91 2.99
H -1.01 2.92 -3.51
H 0.01 1.62 -5.39
H 0.51 -0.82 -5.03
H -0.11 -1.83 -2.85
O 4.95 -2.48 -1.24
C 4.33 -3.29 -0.37
C 4.96 -4.48 0.01
C 4.36 -5.34 0.92
C 3.12 -5.02 1.48
C 2.50 -3.84 1.10
C 3.07 -2.97 0.18
C 2.32 -1.71 -0.17
O 1.23 -1.49 0.39
N 2.98 -0.95 -1.07
N 2.35 0.26 -1.32
C 3.03 1.07 -2.02
S 4.69 0.70 -2.57
C 4.89 2.27 -3.44
C 4.09 3.32 -2.69
S 2.43 2.67 -2.45
H 4.33 -1.67 -1.31
H 5.93 -4.71 -0.43
H 4.87 -6.25 1.21
H 2.65 -5.68 2.20
H 1.53 -3.55 1.50
H 4.52 2.17 -4.46
H 5.96 2.50 -3.46
H 4.00 4.25 -3.26
H 4.54 3.54 -1.72
I -4.29 0.88 6.02
C -2.69 0.70 4.73
C -1.36 0.76 5.07
N -0.67 0.56 3.93
N -1.47 0.42 2.86
C -2.71 0.50 3.34
H -0.87 0.94 6.02
H 0.32 0.75 3.77
H -3.55 0.44 2.66
C -5.38 -2.98 0.92
C -3.99 -2.56 1.39
Sb -2.57 -1.59 0.00
C -1.94 -3.45 -0.98
C -2.80 -4.72 -0.83
C -4.05 -1.03 -1.48
C -4.63 -2.12 -2.38
H -6.02 -3.33 1.75
H -5.34 -3.80 0.19
H -5.91 -2.15 0.43
H -3.44 -3.41 1.81
H -4.08 -1.84 2.22
H -0.93 -3.63 -0.59
H -1.82 -3.20 -2.04
H -2.96 -4.97 0.23
H -2.32 -5.59 -1.30
H -3.78 -4.60 -1.29
H -3.53 -0.27 -2.07
H -4.83 -0.50 -0.92
H -3.85 -2.67 -2.91
H -5.29 -1.68 -3.14
H -5.22 -2.85 -1.83
*
```

***

# 4
C37H40AsLaNOP2 as an isolated structure in a non-equilibrium geometry. Source: the OMol25 dataset; level of theory: ωB97M-V/def2-TZVPD.

- Energy above the lowest of the compared OMol25 structures with the same formula, charge and spin: 3.024 eV
- HOMO-LUMO gap: 3.8 eV
- E_HOMO: -7.59 eV
- LUMO energy: -3.8 eV

```
! RIJCOSX wB97M-V def2-TZVPD def2/J DEFGRID3
* xyz 1 1
C -1.79 2.96 -3.78
C -1.55 1.67 -3.31
C -0.20 1.21 -3.34
C 0.83 2.19 -3.19
C 0.57 3.51 -3.55
C -0.71 3.86 -3.99
C 2.03 1.74 -2.45
C 2.42 0.38 -2.91
C 1.34 -0.53 -3.07
C 1.61 -1.91 -2.77
C 2.91 -2.37 -2.98
C 3.96 -1.45 -3.17
C 3.73 -0.08 -3.01
H -2.82 3.27 -3.96
H 1.39 4.24 -3.48
H -0.91 4.84 -4.40
H 2.85 2.45 -2.53
H 3.08 -3.44 -2.96
H 4.97 -1.81 -3.35
H 4.54 0.65 -2.97
N 0.08 -0.12 -3.35
La 0.53 1.22 0.71
C -2.56 0.85 -2.57
H -2.61 -0.18 -2.97
H -3.56 1.33 -2.58
C 0.52 -2.66 -2.06
H -0.43 -2.54 -2.61
H 0.78 -3.73 -1.94
P -2.06 0.69 -0.77
P 0.30 -1.88 -0.35
C 1.48 -2.94 0.57
H 1.32 -2.83 1.65
H 1.32 -3.99 0.28
H 2.51 -2.64 0.33
C -1.19 -2.85 0.10
H -0.91 -3.92 0.12
H -1.53 -2.56 1.10
H -2.01 -2.70 -0.62
C -2.54 2.37 -0.15
H -3.61 2.49 -0.39
H -2.40 2.44 0.94
H -1.97 3.16 -0.65
C -3.52 -0.19 -0.14
H -3.46 -0.28 0.95
H -4.40 0.41 -0.41
H -3.60 -1.19 -0.58
H 1.72 1.63 -1.27
H 1.88 -0.19 0.26
O -0.67 0.15 2.19
As -0.29 0.20 3.90
C -2.02 0.55 4.69
C -3.16 0.03 4.07
C -4.42 0.21 4.66
C -4.54 0.94 5.85
C -3.40 1.49 6.45
C -2.13 1.29 5.88
C 0.33 -1.60 4.22
C -0.56 -2.66 4.01
C -0.13 -3.98 4.18
C 1.19 -4.24 4.57
C 2.08 -3.18 4.78
C 1.65 -1.86 4.60
C 1.15 1.51 3.81
C 0.94 2.77 4.40
C 1.90 3.77 4.24
C 3.04 3.55 3.46
C 3.22 2.33 2.81
C 2.30 1.28 3.02
H -3.08 -0.51 3.12
H -5.30 -0.21 4.18
H -5.52 1.08 6.31
H -3.49 2.08 7.36
H -1.24 1.71 6.35
H -1.60 -2.46 3.72
H -0.83 -4.80 4.01
H 1.52 -5.27 4.72
H 3.11 -3.37 5.07
H 2.34 -1.02 4.76
H 0.03 2.95 4.97
H 1.76 4.73 4.75
H 3.79 4.34 3.35
H 4.09 2.16 2.16
H 2.49 0.29 2.58
*
```

***

# 5
A 6-piece molecular cluster, C37H40BNO13P overall in a non-equilibrium geometry. Source: the OMol25 dataset; level of theory: ωB97M-V/def2-TZVPD.

- HOMO-LUMO gap: 2.9 eV
- E_HOMO: -3.20 eV
- LUMO energy: -0.3 eV

```
! RIJCOSX wB97M-V def2-TZVPD def2/J DEFGRID3
* xyz -1 1
C 4.02 -3.00 -1.09
C 3.40 -2.46 0.24
C 3.06 -0.96 0.23
C 2.11 -0.51 -0.91
C 1.04 -1.56 -1.32
B -0.17 -1.78 -0.23
O 0.35 -2.08 1.14
N -1.12 -2.94 -0.63
C -0.47 -4.24 -0.56
C -1.06 -5.17 0.55
P -1.21 -0.10 -0.09
O -0.79 0.56 1.45
O -2.85 -0.52 0.21
H 5.09 -3.23 -0.99
H 3.44 -3.89 -1.37
H 3.85 -2.29 -1.92
H 2.55 -3.08 0.57
H 4.17 -2.60 1.03
H 3.96 -0.32 0.24
H 2.55 -0.75 1.18
H 2.73 -0.29 -1.80
H 1.63 0.45 -0.65
H 1.48 -2.51 -1.65
H 0.54 -1.15 -2.23
H -0.40 -2.02 1.72
H -1.52 -2.78 -1.55
H 0.62 -4.18 -0.37
H -0.55 -4.71 -1.56
H -1.84 -4.65 1.11
H -0.27 -5.50 1.24
H -1.44 -6.08 0.05
H 0.17 0.65 1.49
H -2.90 -0.76 1.14
C 3.09 -0.01 -4.59
C 3.66 0.99 -5.26
C 4.88 0.77 -6.07
O 5.40 1.69 -6.68
C 5.45 -0.59 -6.10
C 4.89 -1.59 -5.43
C 3.66 -1.38 -4.62
O 3.14 -2.29 -4.01
H 2.20 0.12 -3.99
H 3.26 1.99 -5.25
H 6.35 -0.73 -6.69
H 5.29 -2.60 -5.44
C 7.63 -0.34 -11.90
C 8.09 -1.05 -10.87
C 7.62 -0.79 -9.49
O 8.04 -1.43 -8.55
C 6.63 0.29 -9.30
C 6.17 1.00 -10.33
C 6.63 0.74 -11.71
O 6.21 1.38 -12.65
H 7.96 -0.52 -12.92
H 8.81 -1.84 -10.99
H 6.30 0.47 -8.28
H 5.44 1.79 -10.20
C -5.10 1.95 3.24
C -4.35 0.89 2.92
C -4.86 -0.49 3.10
O -4.18 -1.45 2.81
C -6.23 -0.65 3.63
C -6.98 0.41 3.95
C -6.47 1.78 3.78
O -7.15 2.75 4.06
H -4.75 2.96 3.12
H -3.35 0.99 2.53
H -6.59 -1.67 3.74
H -7.98 0.30 4.34
C -0.34 3.45 3.34
C -0.84 4.43 4.09
C -0.21 4.82 5.37
O -0.67 5.71 6.06
C 1.00 4.08 5.79
C 1.50 3.10 5.04
C 0.87 2.71 3.76
O 1.32 1.83 3.07
H -0.78 3.15 2.40
H -1.73 4.99 3.80
H 1.44 4.37 6.73
H 2.39 2.54 5.33
C -8.91 3.45 7.99
C -8.16 2.72 7.16
C -7.76 1.34 7.49
O -7.07 0.66 6.75
C -8.24 0.78 8.78
C -9.00 1.51 9.61
C -9.39 2.89 9.27
O -10.08 3.55 10.03
H -9.21 4.46 7.76
H -7.80 3.11 6.21
H -7.95 -0.23 9.01
H -9.35 1.12 10.55
*
```